Entry from the Open Molecules 2025 dataset: a molecular structure, C43H47BaN5O4S3Sb2 (ωB97M-V with the def2-TZVPD basis set).

Geometry as XYZ:
```
105
C43H47BaN5O4S3Sb2, DFT ωB97M-V with the def2-TZVPD basis set
Ba 0.72 1.13 0.50
N -5.36 4.80 -3.47
C -4.46 4.36 -2.49
C -4.31 3.00 -2.22
C -3.42 2.57 -1.25
C -2.69 3.48 -0.52
C -2.86 4.84 -0.75
C -3.73 5.27 -1.74
S -1.70 2.87 0.84
O -1.66 1.41 0.62
O -2.44 3.29 2.02
N -0.22 3.32 0.85
C 0.56 4.29 0.25
N 1.83 3.90 0.02
C 2.61 4.80 -0.54
C 2.16 6.08 -0.86
C 0.85 6.37 -0.55
N 0.03 5.49 0.02
H -5.51 4.12 -4.20
H -5.09 5.69 -3.87
H -4.87 2.27 -2.80
H -3.28 1.52 -1.07
H -2.30 5.55 -0.18
H -3.84 6.33 -1.91
H 3.63 4.49 -0.73
H 2.82 6.81 -1.32
H 0.43 7.35 -0.76
C 0.48 -3.70 1.92
Sb -0.56 -1.86 1.60
C -1.36 -2.36 -0.33
C -2.35 -2.55 2.68
C -2.14 -2.77 4.13
C -1.75 -4.04 4.55
C -1.51 -4.33 5.88
C -1.67 -3.34 6.83
C -2.06 -2.08 6.43
C -2.29 -1.76 5.09
C -2.67 -0.36 4.76
Sb -0.98 0.99 4.31
C 0.25 0.40 5.96
C -1.92 2.63 5.37
H -0.15 -4.54 1.62
H 0.77 -3.80 2.96
H 1.39 -3.66 1.32
H -1.65 -3.42 -0.33
H -0.61 -2.18 -1.09
H -2.22 -1.74 -0.55
H -2.61 -3.51 2.21
H -3.16 -1.85 2.47
H -1.63 -4.81 3.80
H -1.20 -5.33 6.16
H -1.49 -3.54 7.88
H -2.18 -1.29 7.17
H -3.19 0.08 5.61
H -3.32 -0.31 3.89
H -0.27 0.51 6.90
H 1.13 1.03 5.90
H 0.58 -0.63 5.85
H -2.08 2.34 6.41
H -2.87 2.86 4.89
H -1.29 3.50 5.31
S 2.43 1.14 3.05
C 3.65 -0.13 3.07
C 4.48 -0.21 4.19
C 5.46 -1.17 4.33
C 5.64 -2.11 3.33
C 4.82 -2.05 2.21
C 3.83 -1.09 2.04
S 2.89 -1.14 0.55
H 4.33 0.52 4.97
H 6.08 -1.19 5.22
H 6.40 -2.88 3.40
H 4.95 -2.78 1.42
C 4.09 -4.67 -4.34
C 3.29 -3.56 -4.96
C 3.58 -3.16 -6.26
C 2.88 -2.12 -6.84
C 1.89 -1.46 -6.14
C 1.58 -1.86 -4.84
N 0.62 -1.20 -4.08
C -0.34 -0.35 -4.58
C -0.96 -0.62 -5.81
C -1.93 0.21 -6.32
C -2.33 1.34 -5.62
C -1.75 1.61 -4.39
C -0.77 0.78 -3.84
C -0.25 1.16 -2.47
O -0.45 2.31 -2.06
O 0.38 0.27 -1.82
C 2.28 -2.92 -4.24
C 1.93 -3.33 -2.85
H 4.88 -4.99 -5.02
H 3.47 -5.53 -4.11
H 4.56 -4.35 -3.40
H 4.37 -3.66 -6.80
H 3.12 -1.80 -7.85
H 1.38 -0.61 -6.58
H 0.83 -1.00 -3.10
H -0.67 -1.51 -6.36
H -2.39 -0.03 -7.27
H -3.09 2.01 -6.02
H -2.02 2.47 -3.81
H 0.85 -3.38 -2.73
H 2.31 -2.63 -2.10
H 2.34 -4.30 -2.59
```

Its total charge is -2. The energy above the lowest of the compared OMol25 structures with the same formula, charge and spin is 1.508 eV.



Entry from the Open Molecules 2025 dataset: 7 unconnected molecules or ions with the total composition C43H47FNO4 (ωB97M-V with the def2-TZVPD basis set).

Geometry as XYZ:
```
96
C43H47FNO4, DFT ωB97M-V with the def2-TZVPD basis set
C -4.50 1.26 1.17
C -3.15 0.65 1.80
C -3.20 -0.96 1.97
O -4.26 -1.54 1.63
O -2.05 -1.56 2.55
C -1.59 -2.72 1.81
C -0.36 -2.43 0.82
C 0.99 -1.94 1.56
N 1.08 -2.26 2.99
F 2.08 -2.66 0.90
C 1.21 -0.35 1.31
O 0.64 0.56 1.99
O 2.04 0.03 0.25
H -5.46 0.77 1.55
H -4.40 1.15 0.02
H -4.55 2.36 1.49
H -2.99 1.07 2.86
H -2.26 0.87 1.11
H -1.35 -3.53 2.60
H -2.41 -3.21 1.14
H -0.18 -3.31 0.10
H -0.69 -1.55 0.15
H 0.71 -3.19 3.23
H 0.70 -1.51 3.59
C -5.08 -1.47 4.67
C -4.17 -1.16 5.68
C -4.60 -1.08 7.00
C -5.93 -1.33 7.32
C -6.84 -1.65 6.32
C -6.42 -1.71 4.99
H -4.75 -1.53 3.64
H -3.13 -0.97 5.43
H -3.89 -0.83 7.79
H -6.26 -1.27 8.35
H -7.88 -1.84 6.56
H -7.12 -1.96 4.21
C 0.03 -2.05 7.42
C 0.94 -1.74 8.43
C 0.51 -1.66 9.75
C -0.82 -1.91 10.07
C -1.73 -2.23 9.07
C -1.30 -2.29 7.74
H 0.36 -2.11 6.39
H 1.98 -1.55 8.18
H 1.22 -1.41 10.54
H -1.15 -1.86 11.10
H -2.76 -2.42 9.31
H -2.01 -2.54 6.96
C 2.10 3.70 0.63
C 1.93 2.98 -0.55
C 1.99 3.64 -1.78
C 2.23 5.01 -1.83
C 2.41 5.72 -0.65
C 2.34 5.07 0.58
H 2.05 3.19 1.58
H 1.74 1.91 -0.51
H 1.85 3.08 -2.70
H 2.28 5.52 -2.78
H 2.60 6.79 -0.68
H 2.47 5.63 1.50
C 3.17 1.53 -6.57
C 2.71 1.27 -5.28
C 1.34 1.19 -5.03
C 0.43 1.35 -6.08
C 0.89 1.60 -7.37
C 2.26 1.69 -7.61
H 4.23 1.60 -6.76
H 3.42 1.14 -4.47
H 0.99 0.99 -4.03
H -0.63 1.27 -5.88
H 0.18 1.72 -8.18
H 2.62 1.89 -8.62
C 7.25 1.87 -8.01
C 7.06 0.57 -8.47
C 8.14 -0.31 -8.52
C 9.40 0.10 -8.09
C 9.58 1.40 -7.63
C 8.51 2.29 -7.59
H 6.41 2.56 -7.98
H 6.08 0.25 -8.80
H 7.99 -1.32 -8.88
H 10.23 -0.59 -8.12
H 10.56 1.72 -7.29
H 8.66 3.30 -7.23
C -3.13 -1.47 -4.31
C -2.23 -1.15 -3.30
C -2.66 -1.08 -1.98
C -3.99 -1.32 -1.67
C -4.90 -1.64 -2.67
C -4.47 -1.71 -4.00
H -2.80 -1.53 -5.34
H -1.19 -0.97 -3.55
H -1.95 -0.82 -1.20
H -4.32 -1.27 -0.63
H -5.93 -1.84 -2.43
H -5.17 -1.95 -4.78
```

Its total charge is -1.



| no. | E_LUMO (eV) | F_max (Eh/bohr) |
| --- | --- | --- |
| 1 | 3.8 | 0.083 |
| 2 | 2.3 | 0.122 |